{
  "formula": "C22H53ClNO18P4",
  "method": "wB97M-V/def2-TZVPD",
  "homo_ev": -10.847,
  "gap_ev": 5.88,
  "lumo_energy_ev": -4.97,
  "total_charge": 1,
  "elements": ["C", "C", "C", "O", "C", "C", "N", "C", "C", "O", "C", "C", "C", "Cl", "H", "H", "H", "H", "H", "H", "H", "H", "H", "H", "H", "H", "H", "H", "H", "H", "H", "C", "O", "P", "O", "O", "C", "O", "C", "H", "H", "H", "H", "H", "H", "H", "H", "H", "C", "O", "P", "O", "O", "C", "O", "C", "H", "H", "H", "H", "H", "H", "H", "H", "H", "C", "O", "P", "O", "O", "C", "O", "C", "H", "H", "H", "H", "H", "H", "H", "H", "H", "C", "O", "P", "O", "O", "C", "O", "C", "H", "H", "H", "H", "H", "H", "H", "H", "H"],
  "positions_angstrom": [[1.189, 0.930, 2.063], [1.072, 0.036, 1.112], [0.520, -1.125, 0.128], [1.593, -1.991, -0.322], [2.076, -2.849, 0.746], [0.940, -3.717, 1.495], [-0.330, -2.964, 1.802], [-1.406, -4.024, 2.053], [-2.768, -3.364, 2.621], [-3.884, -3.405, 1.702], [-4.857, -2.371, 2.094], [-5.883, -2.008, 0.886], [-0.721, -1.943, 0.771], [-1.724, -2.586, -0.622], [1.182, 1.844, 2.776], [0.121, -0.577, -0.809], [2.675, -2.244, 1.524], [2.807, -3.616, 0.260], [0.693, -4.724, 0.966], [1.393, -4.018, 2.528], [-0.260, -2.448, 2.714], [-0.976, -4.670, 2.925], [-1.544, -4.743, 1.171], [-2.488, -2.285, 2.973], [-3.068, -3.921, 3.602], [-4.336, -1.365, 2.374], [-5.447, -2.696, 3.035], [-5.910, -2.821, 0.073], [-5.534, -1.012, 0.393], [-6.953, -1.808, 1.296], [-1.372, -1.150, 1.325], [0.312, 3.518, -4.166], [1.553, 2.891, -4.485], [1.536, 1.170, -4.430], [1.302, 1.189, -2.917], [3.154, 1.143, -4.732], [3.712, 2.039, -5.685], [1.487, -0.547, -4.476], [2.208, -1.266, -3.488], [0.382, 4.572, -4.437], [-0.499, 3.055, -4.722], [0.123, 3.447, -3.090], [4.045, 2.943, -5.173], [2.993, 2.295, -6.467], [4.580, 1.560, -6.146], [1.629, -1.312, -2.564], [3.188, -0.824, -3.296], [2.354, -2.286, -3.851], [6.715, -6.358, -0.126], [6.726, -6.680, 1.263], [5.412, -6.036, 2.171], [5.934, -4.619, 1.923], [6.084, -6.621, 3.554], [6.654, -7.924, 3.570], [4.084, -5.412, 3.071], [4.336, -4.394, 4.028], [7.456, -6.983, -0.627], [5.733, -6.550, -0.552], [6.991, -5.308, -0.269], [7.719, -7.851, 3.344], [6.164, -8.587, 2.853], [6.539, -8.343, 4.574], [4.404, -3.423, 3.532], [5.245, -4.589, 4.600], [3.491, -4.365, 4.722], [-4.542, 2.003, 4.118], [-3.981, 1.905, 5.425], [-2.261, 1.949, 5.485], [-2.196, 0.607, 4.751], [-2.316, 1.673, 7.106], [-3.280, 2.344, 7.909], [-0.544, 2.022, 5.550], [0.164, 0.848, 5.928], [-5.614, 2.178, 4.219], [-4.091, 2.830, 3.574], [-4.392, 1.065, 3.575], [-4.171, 1.721, 7.993], [-3.543, 3.319, 7.491], [-2.860, 2.490, 8.908], [0.264, 0.178, 5.070], [-0.321, 0.328, 6.756], [1.167, 1.144, 6.247], [-4.305, 5.298, -5.711], [-4.099, 6.657, -6.085], [-2.621, 6.968, -6.913], [-1.810, 6.613, -5.665], [-2.958, 8.579, -6.904], [-4.283, 9.028, -7.161], [-1.195, 7.267, -7.827], [-0.159, 8.032, -7.230], [-5.343, 5.184, -5.394], [-4.110, 4.639, -6.554], [-3.654, 5.039, -4.869], [-4.814, 9.134, -6.214], [-4.821, 8.340, -7.817], [-4.231, 10.008, -7.643], [0.443, 7.400, -6.574], [-0.551, 8.886, -6.673], [0.486, 8.408, -8.029]]
}

---

{
  "formula": "C44H65N2O5P3SiTi",
  "method": "wB97M-V/def2-TZVPD",
  "homo_ev": [-9.678, -9.640],
  "s2": 0.760,
  "gap_ev": [7.17, 7.02],
  "lumo_energy_ev": [-2.50, -2.62],
  "total_charge": 1,
  "spin_multiplicity": 2,
  "relative_energy_ev": 1.0489,
  "elements": ["Ti", "C", "C", "C", "P", "C", "C", "C", "C", "C", "C", "C", "C", "C", "Si", "C", "C", "C", "C", "C", "C", "P", "C", "C", "C", "C", "C", "C", "C", "C", "C", "C", "C", "C", "P", "C", "C", "C", "C", "C", "C", "H", "H", "H", "H", "H", "H", "H", "H", "H", "H", "H", "H", "H", "H", "H", "H", "H", "H", "H", "H", "H", "H", "H", "H", "H", "H", "H", "H", "H", "H", "H", "H", "H", "H", "H", "H", "H", "H", "H", "H", "H", "H", "H", "H", "H", "H", "H", "H", "H", "H", "H", "H", "H", "H", "O", "C", "O", "C", "O", "C", "C", "O", "O", "H", "H", "H", "H", "H", "C", "N", "C", "C", "N", "C", "H", "H", "H", "H", "H", "H"],
  "positions_angstrom": [[1.109, -1.230, 0.238], [-1.615, 2.819, -3.979], [-0.568, 1.812, -3.497], [0.591, 1.773, -4.498], [0.005, 1.828, -1.699], [0.953, 3.402, -1.297], [1.047, 4.503, -2.352], [2.355, 3.045, -0.791], [-1.588, 2.159, -0.865], [-2.242, 3.383, -1.056], [-3.486, 3.630, -0.507], [-4.082, 2.660, 0.286], [-3.401, 1.485, 0.551], [-2.150, 1.197, -0.018], [-1.312, -0.446, 0.551], [-2.450, -1.658, -0.437], [-3.840, -1.687, -0.242], [-4.697, -2.330, -1.115], [-4.190, -2.949, -2.251], [-2.826, -2.956, -2.464], [-1.948, -2.344, -1.558], [-0.146, -2.579, -1.729], [0.414, -1.893, -3.357], [-0.529, -1.952, -4.557], [1.805, -2.442, -3.701], [0.063, -4.434, -1.833], [-0.693, -5.132, -0.696], [-0.284, -5.135, -3.149], [-1.707, -0.371, 2.413], [-2.558, -1.324, 2.978], [-2.814, -1.368, 4.342], [-2.194, -0.451, 5.175], [-1.363, 0.519, 4.628], [-1.112, 0.594, 3.258], [-0.068, 1.944, 2.523], [-1.289, 3.336, 2.287], [-2.446, 3.457, 3.281], [-0.572, 4.680, 2.025], [1.088, 2.607, 3.843], [2.017, 1.527, 4.391], [0.597, 3.516, 4.975], [-1.915, 2.543, -4.993], [-1.223, 3.835, -4.026], [-2.511, 2.817, -3.363], [-1.059, 0.831, -3.515], [1.231, 2.652, -4.416], [0.193, 1.761, -5.515], [1.216, 0.886, -4.399], [0.393, 3.789, -0.442], [1.664, 4.197, -3.198], [1.524, 5.381, -1.911], [0.078, 4.818, -2.734], [3.020, 2.789, -1.621], [2.331, 2.206, -0.093], [2.792, 3.902, -0.273], [-1.781, 4.154, -1.661], [-3.984, 4.574, -0.690], [-5.045, 2.844, 0.745], [-3.838, 0.794, 1.259], [-4.271, -1.183, 0.611], [-5.763, -2.329, -0.925], [-4.852, -3.436, -2.955], [-2.442, -3.442, -3.348], [0.530, -0.839, -3.089], [-0.681, -2.967, -4.922], [-0.096, -1.373, -5.375], [-1.504, -1.521, -4.330], [1.740, -3.425, -4.165], [2.447, -2.530, -2.822], [2.306, -1.780, -4.410], [1.139, -4.562, -1.664], [-1.737, -4.819, -0.661], [-0.255, -4.947, 0.280], [-0.676, -6.212, -0.854], [-1.360, -5.197, -3.298], [0.090, -6.160, -3.100], [0.162, -4.669, -4.022], [-3.025, -2.064, 2.336], [-3.484, -2.115, 4.749], [-2.365, -0.477, 6.244], [-0.907, 1.235, 5.292], [-1.752, 3.050, 1.347], [-2.129, 3.679, 4.299], [-3.043, 2.544, 3.307], [-3.102, 4.268, 2.954], [0.472, 4.699, 2.332], [-1.073, 5.489, 2.559], [-0.597, 4.931, 0.963], [1.712, 3.240, 3.204], [1.468, 0.800, 4.993], [2.766, 1.982, 5.042], [2.541, 0.998, 3.594], [0.018, 2.988, 5.730], [0.004, 4.351, 4.610], [1.468, 3.936, 5.485], [2.361, -4.864, 1.674], [1.456, -3.914, 1.604], [1.483, -3.047, 0.719], [0.409, -3.916, 2.701], [0.254, -2.621, 3.206], [1.425, -2.052, 3.787], [2.308, -1.447, 2.698], [3.467, -1.804, 2.583], [1.708, -0.610, 1.882], [3.055, -4.719, 1.009], [-0.559, -4.186, 2.275], [0.692, -4.648, 3.462], [1.077, -1.280, 4.470], [2.003, -2.803, 4.329], [6.426, -1.174, -0.978], [5.034, -0.793, -1.193], [4.540, -0.045, -2.240], [3.204, 0.052, -2.040], [2.863, -0.630, -0.895], [4.002, -1.117, -0.410], [7.037, -0.698, -1.738], [6.540, -2.253, -1.057], [6.757, -0.844, 0.004], [5.176, 0.357, -3.009], [2.470, 0.582, -2.616], [4.107, -1.636, 0.533]]
}

---

{
  "formula": "C4H9NO",
  "method": "wB97M-V/def2-TZVPD",
  "homo_ev": [-9.326, -9.068],
  "gap_ev": [8.79, 7.59],
  "lumo_energy_ev": [-0.54, -1.48],
  "total_charge": 0,
  "relative_energy_ev": 5.3199,
  "elements": ["C", "C", "C", "C", "N", "O", "H", "H", "H", "H", "H", "H", "H", "H", "H"],
  "positions_angstrom": [[-0.350, -0.199, 0.063], [1.163, 0.074, -1.007], [-1.435, 0.846, -0.075], [0.276, -0.197, 1.460], [1.405, -1.269, -0.978], [-0.704, -1.385, -0.432], [0.954, -1.737, -1.763], [0.767, 0.524, -1.920], [1.876, 0.684, -0.455], [-2.289, 0.532, 0.534], [0.649, 0.793, 1.729], [-1.767, 0.911, -1.111], [-1.104, 1.829, 0.269], [-0.515, -0.475, 2.162], [1.075, -0.932, 1.523]]
}